6
Properties=species:S:1:pos:R:3:forces:R:3 method="wB97M-V/def2-TZVPD" e_lumo_ev="-0.73 / -3.23" relative_energy_kcal_mol=83.3 charge=0 homo_energy_ha="-0.3466 / -0.3830" s_squared=2.345 total_energy_ev=-7201.02386 homo_lumo_gap_ev="8.70 / 7.19" multiplicity=3 max_force_ha_per_bohr=0.291
C 0.284135 0.397294 -0.460568 -2.743 -2.060 0.779
O 1.367880 1.017757 -0.211780 1.175 14.208 4.562
O 1.301316 -0.391944 -0.660598 -0.351 -13.594 -4.135
O -1.035767 -0.306760 1.369823 0.885 -0.308 -1.874
H -0.583766 0.501481 -1.130424 0.482 0.537 0.518
H -1.333798 -1.217828 1.093547 0.552 1.218 0.151